*w*
The following is a quantum chemistry calculation of C5H5NS2 in the gas phase, from OMol25.

Last columns: bonded neighbours and bond lengths (Å).
Element x y z (Å)
1 H -2.3622 -1.4319 1.6339  C7 1.088
2 H -1.7023 -2.5944 -0.5338  C12 1.119
3 N 0.2067 0.0842 -0.0921  C4 1.447, C8 1.314, C13 1.645
4 C 1.0473 1.2405 -0.3153  N3 1.447, H6 1.135, H9 1.129, H10 1.140
5 S 0.6849 -1.5599 -2.0823  C8 1.645
6 H 2.1065 0.9049 -0.5463  C4 1.135
7 C -1.4984 -1.1268 1.0468  H1 1.088, C12 1.319, C13 1.385
8 C -0.1424 -0.9753 -0.7857  N3 1.314, S5 1.645, C12 1.454
9 H 0.8884 1.9031 0.5846  C4 1.129
10 H 0.7735 1.8684 -1.2262  C4 1.140
11 S -0.6938 1.3074 2.3086  C13 1.671
12 C -1.2661 -1.6396 -0.1456  H2 1.119, C7 1.319, C8 1.454
13 C -0.8266 0.0764 1.1872  N3 1.645, C7 1.385, S11 1.671

SMILES: CN1C(=S)C=CC1=S



*x*
The following is a quantum chemistry calculation of C5H5NS2 in the gas phase, from OMol25.

Last columns: bonded neighbours and bond lengths (Å).
Element x y z (Å)
1 H -2.4030 0.8063 0.4114  C11 1.168
2 H 2.3239 0.8932 0.6270  C7 1.123
3 H 1.4674 -0.1605 1.7983  C7 1.079
4 C -0.0557 1.1568 -0.7903  H5 1.179, C9 1.320, H13 1.012
5 H 0.6195 2.0762 -1.0869  C4 1.179
6 N 2.2119 -2.3749 -0.6164  C12 1.285
7 C 1.6376 0.0124 0.7467  H2 1.123, H3 1.079, C9 1.538, C12 1.553
8 S -3.9404 -1.0012 -0.1107  C11 1.694
9 C 0.2824 0.1896 0.0421  C4 1.320, C7 1.538, S10 1.837
10 S -0.8840 -1.2296 0.0656  C9 1.837, C11 1.788
11 C -2.4270 -0.3556 0.2903  H1 1.168, S8 1.694, S10 1.788
12 C 2.1082 -1.2040 -0.0965  N6 1.285, C7 1.553
13 H -0.9408 1.1915 -1.2807  C4 1.012

SMILES: C=C(CC#N)SC=S



Energies relative to the minimum, eV: *w* 0.000; *x* 1.949